## 1
This record from the OMol25 dataset describes the ion C5H13N2 with charge +1. The level of theory is ωB97M-V/def2-TZVPD.

Summary:
Total charge   +1
HOMO   -10.968 eV
HOMO-LUMO gap   7.2 eV
SMILES string   C/C(=C\N)CC[NH3+]

XYZ file:
```
20
Properties=species:S:1:pos:R:3:mulliken_charge:R:1
C -0.204 0.818 1.691 -1.17
C 0.633 0.070 0.622 -0.02
C 1.912 0.522 0.490 -0.18
N 2.757 0.725 1.587 -0.57
C -0.125 -0.788 -0.346 -0.64
C -1.330 -0.058 -0.934 -0.66
N -1.819 -0.811 -2.171 -0.24
H -1.090 0.231 1.953 0.30
H -0.603 1.722 1.232 0.28
H 0.319 0.961 2.634 0.40
H 2.325 0.639 -0.517 0.34
H 3.706 0.578 1.277 0.30
H 2.483 0.061 2.294 0.26
H 0.707 -0.979 -1.046 0.41
H -0.585 -1.711 0.025 0.38
H -1.232 1.003 -1.103 0.44
H -2.205 -0.129 -0.261 0.29
H -2.769 -0.531 -2.411 0.36
H -1.664 -1.814 -2.075 0.34
H -1.217 -0.510 -2.942 0.37
```

## 2
This record from the OMol25 dataset describes the ion C5H13N2 with charge +1. The level of theory is ωB97M-V/def2-TZVPD.

Summary:
Total charge   +1
HOMO   -14.717 eV
HOMO-LUMO gap   10.5 eV
SMILES string   CCCC/[NH+]=C\N

XYZ file:
```
20
Properties=species:S:1:pos:R:3:mulliken_charge:R:1
C 0.546 -1.155 1.887 -1.12
C 0.943 -1.078 0.412 -0.35
C -0.159 -1.372 -0.635 -0.43
C -1.194 -0.241 -0.679 -0.93
N -0.808 0.847 -1.563 0.01
C -0.139 1.925 -1.202 0.09
N 0.097 2.335 0.038 -0.27
H 1.041 -1.832 2.583 0.38
H -0.530 -1.288 2.117 0.31
H 0.949 -0.226 2.440 0.26
H 1.841 -1.625 0.251 0.42
H 1.176 -0.030 0.119 0.11
H -0.505 -2.407 -0.463 0.35
H 0.426 -1.510 -1.575 0.34
H -2.163 -0.667 -0.922 0.34
H -1.296 0.095 0.370 0.47
H -1.078 0.975 -2.533 0.27
H 0.402 2.501 -1.949 0.36
H 0.237 1.582 0.707 0.13
H 0.215 3.172 0.596 0.28
```

How far above the most stable structure does each one sit? In eV: 1 0.641; 2 0.000.

## 1
This record from the OMol25 dataset describes the ion C5H13N2 with charge +1. The level of theory is ωB97M-V/def2-TZVPD.

Summary:
Total charge   +1
HOMO   -13.177 eV
HOMO-LUMO gap   4.4 eV

XYZ file:
```
20
Properties=species:S:1:pos:R:3:mulliken_charge:R:1
C -2.504 0.009 0.463 -1.30
C -1.219 -0.367 -0.200 0.37
C 0.016 -0.034 0.732 -1.20
C 1.238 -0.334 -0.040 0.53
C 1.509 0.943 -0.846 -1.20
N 2.283 -0.719 0.936 -0.65
N -0.922 0.552 -1.227 -0.14
H -2.429 1.091 0.636 0.41
H -3.310 -0.426 -0.182 0.36
H -2.770 -0.379 1.449 0.36
H -1.214 -1.447 -0.498 0.43
H -0.081 -0.441 1.787 0.52
H -0.075 1.057 0.896 0.34
H 1.122 0.721 -1.863 0.38
H 0.988 1.849 -0.399 0.34
H 1.858 -1.229 1.690 0.20
H 3.115 -1.143 0.464 0.29
H -1.300 0.095 -2.065 0.34
H 1.150 -1.149 -0.805 0.25
H 2.544 1.353 -0.926 0.37
```

## 2
This record from the OMol25 dataset describes the ion C5H13N2 with charge +1. The level of theory is ωB97M-V/def2-TZVPD.

Summary:
Total charge   +1
HOMO   -14.763 eV
HOMO-LUMO gap   10.7 eV
SMILES string   CCCC/[NH+]=C\N

XYZ file:
```
20
Properties=species:S:1:pos:R:3:mulliken_charge:R:1
C 2.004 -1.713 -0.819 -1.15
C 1.667 -0.245 -0.454 -0.45
C 0.837 -0.028 0.799 -0.40
C -0.625 -0.528 0.668 -0.80
N -1.318 0.184 -0.398 -0.11
C -1.815 1.400 -0.320 0.11
N -2.377 1.951 0.726 -0.26
H 1.070 -2.267 -0.929 0.29
H 2.495 -1.735 -1.786 0.37
H 2.623 -2.146 -0.040 0.30
H 2.567 0.349 -0.561 0.40
H 1.053 0.086 -1.299 0.20
H 1.249 -0.451 1.707 0.42
H 0.781 1.062 0.852 0.24
H -1.038 -0.287 1.648 0.21
H -0.597 -1.586 0.445 0.43
H -1.534 -0.299 -1.258 0.31
H -1.872 1.952 -1.250 0.40
H -2.284 1.486 1.619 0.22
H -2.887 2.816 0.651 0.26
```

## 3
This record from the OMol25 dataset describes a cluster of 2 separate species, C5H13N2 in total. The level of theory is ωB97M-V/def2-TZVPD.

Summary:
Total charge   +1
HOMO   -14.243 eV
HOMO-LUMO gap   10.4 eV

XYZ file:
```
20
Properties=species:S:1:pos:R:3:mulliken_charge:R:1
C -1.413 -0.429 2.048 -0.75
C -0.052 -0.495 1.032 0.43
C -0.867 -0.069 -0.216 0.04
C 1.236 0.101 1.361 -1.30
C -2.060 -0.025 0.636 -0.32
N -0.482 0.274 -1.384 -0.26
N 1.800 0.349 -2.657 -0.89
H -1.556 -1.540 2.375 0.24
H -1.433 0.230 2.893 0.37
H 0.165 -1.632 0.970 0.26
H 2.053 -0.543 0.875 0.32
H 1.464 -0.195 2.390 0.41
H 1.260 1.248 1.292 0.30
H -2.467 1.011 0.758 0.26
H -2.934 -0.630 0.395 0.36
H 0.449 0.112 -1.732 0.51
H -1.058 0.607 -2.201 0.29
H 2.622 -0.112 -2.901 0.22
H 2.004 1.313 -2.441 0.26
H 1.269 0.426 -3.493 0.25
```

## 4
This record from the OMol25 dataset describes the ion C5H13N2 with charge +1. The level of theory is ωB97M-V/def2-TZVPD.

Summary:
Total charge   +1
HOMO   -11.247 eV
HOMO-LUMO gap   7.5 eV
SMILES string   C/C(=C\N)CC[NH3+]

XYZ file:
```
20
Properties=species:S:1:pos:R:3:mulliken_charge:R:1
C -0.733 1.106 1.256 -1.25
C -0.159 -0.235 0.677 0.02
C 0.779 -1.004 1.345 -0.02
N 1.401 -0.631 2.484 -0.52
C -0.662 -0.584 -0.704 -0.47
C -0.183 0.598 -1.518 -0.93
N -0.389 0.457 -2.912 -0.22
H -0.315 1.972 0.690 0.34
H -1.814 0.985 1.479 0.29
H -0.329 1.229 2.294 0.33
H 1.369 -1.818 0.762 0.21
H 2.154 -1.284 2.704 0.27
H 0.801 -0.580 3.306 0.27
H -1.757 -0.604 -0.754 0.33
H -0.231 -1.534 -1.149 0.45
H -0.702 1.452 -1.212 0.41
H 0.885 0.836 -1.453 0.35
H -1.408 0.501 -3.175 0.39
H 0.024 1.159 -3.550 0.38
H -0.011 -0.388 -3.284 0.36
```

How far above the most stable structure does each one sit? In eV: 1 6.143; 2 0.000; 3 1.682; 4 1.276.

## 1
This record from the OMol25 dataset describes a cluster of 2 separate species, C2HClO2S in total. The level of theory is ωB97M-V/def2-TZVPD.

Summary:
Total charge   0
HOMO (alpha / beta)   -8.497 / -8.499 eV
HOMO-LUMO gap (alpha / beta)   6.2 / 6.2 eV

XYZ file:
```
7
Properties=species:S:1:pos:R:3:mulliken_charge:R:1
C -0.606 -0.373 -0.331 -0.44
C -1.111 0.918 -0.168 0.90
O 0.426 -0.611 -0.992 -0.47
O -1.568 1.960 -0.321 -0.20
S 1.506 0.117 1.545 -0.18
Cl 2.432 -0.810 0.111 0.04
H -1.079 -1.199 0.157 0.36
```

## 2
This record from the OMol25 dataset describes an isolated molecule of C2HClO2S. The level of theory is ωB97M-V/def2-TZVPD.

Summary:
Total charge   0
HOMO (alpha / beta)   -10.566 / -10.566 eV
HOMO-LUMO gap (alpha / beta)   8.7 / 8.7 eV

XYZ file:
```
7
Properties=species:S:1:pos:R:3:mulliken_charge:R:1
C 0.249 -0.056 -0.271 -0.31
C -1.035 0.377 -0.088 0.59
O -1.545 1.451 -0.153 -0.40
O 2.727 -0.263 0.175 -0.43
S 1.583 0.521 0.534 0.43
Cl -2.140 -0.975 0.485 -0.21
H 0.161 -1.056 -0.683 0.33
```

How far above the most stable structure does each one sit? In eV: 1 2.371; 2 0.000.

## 1
This record from the OMol25 dataset describes an isolated molecule of C4N2. The level of theory is ωB97M-V/def2-TZVPD.

Summary:
Total charge   0
HOMO   -11.719 eV
HOMO-LUMO gap   9.1 eV

XYZ file:
```
6
Properties=species:S:1:pos:R:3:mulliken_charge:R:1
C -0.065 0.300 0.128 0.50
C -0.679 1.381 0.598 -0.17
C -1.095 -0.629 -0.254 0.16
N -2.026 -1.268 -0.513 -0.28
C 1.354 0.134 0.038 0.09
N 2.510 0.082 0.003 -0.29
```

## 2
This record from the OMol25 dataset describes an isolated molecule of C4N2. The level of theory is ωB97M-V/def2-TZVPD.

Summary:
Total charge   0
HOMO   -11.551 eV
HOMO-LUMO gap   10.5 eV
SMILES string   N#CC#CC#N

XYZ file:
```
6
Properties=species:S:1:pos:R:3:mulliken_charge:R:1
N 3.040 -0.232 -0.243 -0.33
C 1.949 -0.061 0.110 -0.08
C 0.596 0.084 0.347 0.55
C -0.608 0.124 0.284 0.36
C -1.948 0.082 -0.045 -0.17
N -3.030 0.002 -0.452 -0.34
```

How far above the most stable structure does each one sit? In eV: 1 2.316; 2 0.000.

## 1
This record from the OMol25 dataset describes a structure of composition C7H12. The level of theory is ωB97M-V/def2-TZVPD.

Summary:
Total charge   0
HOMO   -7.610 eV
HOMO-LUMO gap   8.6 eV

XYZ file:
```
19
Properties=species:S:1:pos:R:3:mulliken_charge:R:1
C -2.612 0.131 -0.066 -1.31
C -1.364 -0.640 -0.372 -0.05
C -0.271 0.201 -1.041 -0.86
C 0.819 0.029 -0.001 1.15
C 2.041 -0.804 -0.246 -0.95
C 2.165 0.679 -0.011 -0.65
C -0.020 -0.197 1.230 -1.03
H -3.176 0.129 -1.010 0.36
H -2.474 1.191 0.211 0.36
H -3.245 -0.363 0.677 0.36
H -0.812 -1.050 0.767 0.23
H -0.006 -0.164 -2.041 0.37
H -0.544 1.268 -1.124 0.26
H 2.207 -1.177 -1.253 0.26
H 2.371 -1.476 0.542 0.25
H 2.419 1.310 -0.860 0.26
H 2.581 1.015 0.936 0.26
H -0.512 0.697 1.622 0.30
H 0.434 -0.780 2.039 0.43
```

## 2
This record from the OMol25 dataset describes a cluster of 2 separate species, C7H12 in total. The level of theory is ωB97M-V/def2-TZVPD.

Summary:
Total charge   0
HOMO   -8.017 eV
HOMO-LUMO gap   8.9 eV

XYZ file:
```
19
Properties=species:S:1:pos:R:3:mulliken_charge:R:1
C -3.473 -0.169 0.097 -0.87
C -0.436 -0.717 -0.101 -0.67
C 0.091 0.259 -1.084 -0.49
C 1.210 0.016 -0.041 0.73
C 2.475 -0.766 -0.190 -0.85
C 2.542 0.716 0.026 -0.47
C 0.152 -0.057 1.089 -0.48
H -4.259 -0.400 -0.624 0.32
H -3.170 0.874 -0.037 0.20
H -3.860 -0.295 1.110 0.26
H -2.630 -0.854 -0.060 0.31
H 0.209 -0.089 -2.112 0.28
H -0.183 1.321 -1.031 0.25
H 2.709 -1.152 -1.178 0.23
H 2.758 -1.419 0.631 0.23
H 2.804 1.355 -0.813 0.24
H 2.854 1.088 0.998 0.24
H -0.115 0.974 1.355 0.24
H 0.322 -0.684 1.966 0.27
```

How far above the most stable structure does each one sit? In eV: 1 0.000; 2 0.400.